[1]
The following is a DFT calculation (ωB97M-V/def2-TZVPD) of one molecule with the formula C4H5NS2 in a non-equilibrium geometry.

The geometry in XYZ format:
```
12
Properties=species:S:1:pos:R:3:forces:R:3:mulliken_charge:R:1
S 3.108599 -1.190004 -0.134795 -0.564 0.068 0.172 -0.23
C 1.806641 -0.454873 0.478740 1.296 0.377 0.222 -0.56
C 0.683560 0.060611 -0.285209 0.189 0.095 -2.152 0.43
N 0.108718 1.359063 0.077626 0.540 -0.062 1.232 -0.60
C -0.592880 0.149526 0.431119 -1.591 -0.581 0.147 0.12
C -1.802552 -0.237542 -0.332676 -0.480 -0.853 1.295 -0.50
S -2.998172 -1.273731 0.062122 0.968 0.685 -0.026 -0.23
H 1.751638 -0.217535 1.545010 0.032 -0.150 -0.066 0.27
H 0.676197 -0.167647 -1.364106 0.002 -0.118 0.655 0.39
H -0.349728 1.810754 -0.689919 0.026 0.152 -0.683 0.27
H -0.533315 -0.115318 1.467081 -0.325 -0.108 0.446 0.40
H -1.858706 0.276700 -1.254991 -0.094 0.496 -1.240 0.25
```
Positions in Å, forces in eV/Å.

Calculated values
HOMO level in eV: -9.13
Relative energy (zero: lowest compared OMol25 entry of this formula, charge and spin) in kJ/mol: 257.76

=====

[2]
The following is a DFT calculation (ωB97M-V/def2-TZVPD) of one molecule with the formula C4H8N2O2 in a non-equilibrium geometry.

The geometry in XYZ format:
```
16
Properties=species:S:1:pos:R:3:forces:R:3:mulliken_charge:R:1
H -0.386160 -0.743600 -1.683786 -0.046 0.066 0.084 0.30
N -1.082832 -0.079753 -2.015298 -0.365 0.101 0.732 -0.74
C -1.553011 0.638259 -1.076487 1.939 -0.526 -0.877 0.57
O -2.427018 1.602852 -1.383917 -0.239 1.757 -0.719 -0.50
C -1.061601 0.791967 0.343484 -0.387 -0.374 0.430 -0.42
C -0.169060 -0.350021 0.788970 -0.936 -0.781 0.550 0.38
O -0.632694 -1.359446 1.315429 0.431 0.671 -0.395 -0.64
N 1.141879 -0.198276 0.542930 0.538 0.462 -0.278 -0.15
C 2.112150 -1.217660 0.876825 0.188 -0.308 0.107 -0.83
H -2.025865 2.109167 -2.133100 -0.901 -0.795 0.512 0.36
H -1.936578 0.829987 1.004020 0.252 -0.022 -0.057 0.30
H -0.548249 1.761511 0.425292 -0.179 -0.186 -0.157 0.24
H 1.464286 0.658424 0.114840 -0.114 -0.239 0.118 0.26
H 3.097262 -0.890285 0.530122 -0.215 -0.082 0.085 0.34
H 2.150067 -1.384953 1.962496 -0.030 0.013 -0.309 0.26
H 1.857424 -2.168171 0.388180 0.063 0.243 0.175 0.27
```
Positions in Å, forces in eV/Å.

Calculated values
HOMO level in eV: -10.03
Relative energy (zero: lowest compared OMol25 entry of this formula, charge and spin) in kJ/mol: 110.22

=====

[3]
The following is a DFT calculation (ωB97M-V/def2-TZVPD) of a 2-piece molecular cluster, C34H37N3O7 overall in a non-equilibrium geometry.

The geometry in XYZ format:
```
81
Properties=species:S:1:pos:R:3:forces:R:3:mulliken_charge:R:1
C -5.577921 1.632917 -5.786497 -0.153 -0.089 0.525 -0.83
O -5.780327 1.393219 -4.371418 0.843 -0.048 0.070 -0.44
C -4.682855 1.161442 -3.607851 0.338 -0.096 0.147 0.97
C -4.859608 0.949020 -2.211791 -0.132 0.127 -0.813 -0.86
C -3.771116 0.692023 -1.403487 0.622 -0.051 0.062 -0.32
C -2.438036 0.639318 -1.924539 -0.851 0.221 -0.837 0.50
C -1.306556 0.371395 -1.087061 0.958 0.056 0.044 -0.48
C 0.002186 0.291958 -1.548631 -1.281 0.286 -0.520 0.30
C 1.115717 0.055793 -0.749348 1.677 -0.259 -0.138 0.55
N 2.371660 -0.043383 -1.230161 -1.958 0.241 0.776 0.58
C 3.502557 -0.332452 -0.345156 0.549 -0.599 0.160 0.07
C 3.693294 0.712558 0.754472 -0.002 0.367 0.182 -0.52
C 4.942970 0.449639 1.570386 0.082 0.059 0.150 0.37
C 6.017245 1.345698 1.527620 0.029 -0.414 0.034 -0.28
C 7.184779 1.075441 2.247502 -0.162 -0.128 0.111 -0.61
C 7.277039 -0.081917 3.034011 -0.300 0.102 -0.228 -0.42
C 6.198869 -0.976266 3.073777 -0.142 0.173 -0.113 -0.72
C 5.029020 -0.706260 2.352303 0.415 0.121 -0.068 -0.23
C 4.682691 -0.380072 -1.318161 1.057 -0.425 0.173 0.22
O 5.849314 -0.678597 -1.066524 -1.800 0.486 -0.284 -0.70
N 4.204133 -0.027295 -2.546794 0.231 -0.048 0.391 0.31
C 5.088624 0.039084 -3.683246 -0.058 0.028 -0.435 -0.99
C 2.761425 0.158256 -2.642980 0.244 0.063 -0.397 0.12
C 2.164209 -0.909271 -3.573235 0.101 -0.144 0.160 -1.55
C 2.450478 1.581652 -3.131742 0.094 0.053 0.211 -1.54
C -2.295209 0.872502 -3.320277 -0.118 -0.080 0.340 -0.72
C -3.376141 1.119671 -4.147262 -0.274 0.033 0.060 -0.59
H -6.587084 1.802178 -6.154224 0.161 0.010 -0.150 0.24
H -4.950730 2.517984 -5.960205 -0.206 -0.172 0.135 0.35
H -5.127993 0.762260 -6.282720 -0.172 0.149 0.190 0.34
H -5.876519 0.994453 -1.820480 0.340 -0.045 -0.006 0.44
H -3.922658 0.527715 -0.332896 0.043 -0.001 -0.281 0.51
H -1.488171 0.238194 -0.021457 0.017 -0.137 0.061 0.37
H 0.166373 0.429632 -2.614869 -0.153 -0.103 0.537 -0.92
H 1.019535 -0.063847 0.337639 -0.114 -0.066 -0.133 0.41
H 3.380296 -1.330160 0.115905 0.027 0.376 -0.250 0.37
H 3.760854 1.708037 0.283650 -0.073 -0.268 0.163 0.45
H 2.804518 0.695063 1.406038 0.207 0.058 -0.132 0.24
H 5.943368 2.229388 0.885923 0.092 -0.250 0.292 0.31
H 8.025019 1.770526 2.189914 -0.251 -0.222 0.064 0.35
H 8.183591 -0.285002 3.612068 -0.344 0.058 -0.263 0.36
H 6.261645 -1.890985 3.666540 0.011 0.309 -0.143 0.37
H 4.185649 -1.404544 2.358705 0.319 0.211 0.181 0.37
H 6.110937 -0.071101 -3.316338 -0.197 0.011 -0.030 0.38
H 4.875279 -0.763672 -4.400014 0.104 0.108 0.111 0.31
H 4.984306 1.001393 -4.196058 0.093 -0.132 0.073 0.31
H 2.500622 -1.901886 -3.241956 -0.114 0.241 -0.168 0.38
H 1.072125 -0.892359 -3.566101 0.268 -0.084 -0.116 0.38
H 2.512531 -0.725454 -4.597557 -0.098 -0.107 0.253 0.47
H 2.958884 2.308388 -2.481841 -0.144 -0.171 -0.237 0.32
H 2.813394 1.692850 -4.161000 -0.107 0.031 0.266 0.50
H 1.377844 1.789933 -3.113154 0.289 0.058 -0.098 0.40
H -1.307635 0.863956 -3.779296 -0.254 -0.016 0.097 0.25
H -3.219026 1.281852 -5.216457 0.017 -0.066 0.489 0.39
C -4.287708 -4.122364 -0.380315 0.032 -0.198 -0.154 -1.27
C -4.134028 -3.097799 0.709364 0.025 -0.172 -0.162 -0.05
O -2.737470 -2.798246 0.868947 -0.604 -0.114 -0.117 -0.34
C -2.563430 -1.828800 1.814672 0.311 0.777 0.868 0.61
C -1.183047 -1.515394 2.062640 -0.825 0.278 -0.054 -1.02
C -0.758087 -0.475098 2.924726 0.118 -0.741 -0.709 0.43
O 0.404182 -0.013239 2.845514 -0.055 0.410 0.202 -0.76
C -1.711476 0.081174 3.971116 0.182 0.476 0.504 0.73
C -2.481449 -0.739766 4.812486 0.121 0.186 -0.009 -0.12
C -3.329162 -0.193464 5.766512 0.003 0.484 0.082 -0.51
C -3.414859 1.203587 5.901768 1.130 -0.830 -1.460 -0.11
N -4.364807 1.772235 6.798608 -1.890 1.179 1.841 0.91
O -4.417649 3.020214 6.896717 0.101 -2.192 -0.159 -0.60
O -5.118232 1.007181 7.444387 1.421 1.364 -1.176 -0.59
C -2.615222 2.036458 5.099837 -0.409 -0.206 0.494 -0.45
C -1.754009 1.473236 4.168677 -0.112 -0.338 -0.087 -0.64
O -3.554900 -1.307855 2.334774 0.402 -0.185 -0.386 -0.72
H -5.356319 -4.322402 -0.496929 0.092 -0.098 -0.109 0.39
H -3.893381 -3.753452 -1.333744 -0.049 -0.079 0.126 0.29
H -3.781153 -5.059308 -0.124581 -0.068 0.146 -0.081 0.31
H -4.684274 -2.184590 0.450260 0.116 -0.164 0.175 0.23
H -4.533129 -3.482739 1.656877 0.056 0.211 -0.190 0.29
H -0.449996 -1.982924 1.415968 0.073 0.011 0.106 0.45
H -2.430152 -1.824338 4.723131 0.025 0.322 -0.127 0.40
H -3.942578 -0.822271 6.404199 0.125 0.102 -0.140 0.45
H -2.693690 3.110125 5.229848 0.050 -0.148 -0.048 0.45
H -1.119367 2.128976 3.570873 -0.140 -0.298 0.104 0.38
```
Positions in Å, forces in eV/Å.

Calculated values
HOMO level in eV: -6.85
Relative energy (zero: lowest compared OMol25 entry of this formula, charge and spin) in kJ/mol: 0.00

=====

[4]
The following is a DFT calculation (ωB97M-V/def2-TZVPD) of a 2-piece molecular cluster, C2H3F2NOS overall in a non-equilibrium geometry.

The geometry in XYZ format:
```
10
Properties=species:S:1:pos:R:3:forces:R:3:mulliken_charge:R:1
F -1.447753 -1.289181 0.199486 1.008 0.213 1.401 -0.19
C -0.273049 -0.708700 -0.011327 2.988 -3.104 -4.586 0.31
F 0.967248 -1.333157 0.485420 -2.612 0.627 1.580 -0.23
S 0.215674 -1.134662 -1.857614 -1.112 1.432 1.216 -0.19
H -0.158928 0.331839 0.165918 -0.805 -0.128 0.003 0.06
H 0.829371 0.053621 -1.794289 0.313 -0.083 -0.647 0.13
N 1.425858 1.415214 1.420029 4.591 -0.391 -0.037 -0.49
C 0.277545 1.547650 1.526826 -1.488 0.172 -0.144 0.64
O -0.859538 1.670661 1.466525 -2.793 0.998 0.864 -0.39
H 1.944874 0.608415 1.092895 -0.090 0.262 0.350 0.35
```
Positions in Å, forces in eV/Å.

Calculated values
HOMO level in eV: -9.75
Relative energy (zero: lowest compared OMol25 entry of this formula, charge and spin) in kJ/mol: 161.86

=====

What is the formula in the second record? C4H8N2O2